Computed, not measured: an isolated molecule of CH4Cl2N2OS2, with ωB97M-V/def2-TZVPD.

```
12
CH4Cl2N2OS2 (ωB97M-V/def2-TZVPD)
H 0.87 -1.37 -1.32
H -0.65 -1.27 -0.32
Cl 3.49 0.26 -1.62
N 3.56 0.28 0.07
Cl 4.04 1.78 0.79
C 0.15 -0.74 -0.93
N 0.88 0.19 -0.07
H 1.33 0.90 -0.51
S 2.45 -2.36 0.56
O 2.15 0.09 2.17
H -0.35 -0.17 -1.73
S 2.20 -0.48 0.88
```

Properties
SMILES string: CN[S@@](=O)(=S)N(Cl)Cl
ΔE to the lowest compared entry with this formula, charge and spin (kJ/mol): 210.4
Largest force on an atom (eV Å⁻¹): 4.2
Lowest unoccupied orbital energy (eV): -0.6